No. 1
Computed, not measured: 2 unconnected molecules or ions with the total composition C6H16N6, with the ωB97M-V functional and the def2-TZVPD basis.

Its total charge is 0. As for the largest force on an atom: 0.0422 hartree/bohr. The HOMO-LUMO gap comes out at 0.346 Ha. For the molecular weight, the calculation gives 172.2 g/mol. Its structure (SMILES) is C=CC[C@@H]1CN1.N=C(NN)NN. The calculation puts the LUMO energy at 0.54 eV. The value obtained for the HOMO energy is -8.9 eV. Its electronic energy is -566.625943 Eh. The calculation puts the energy above the lowest of the compared OMol25 structures with the same formula, charge and spin at 0.00 kJ/mol.

Positions of all 28 atoms, in Å:
H1 1.2393 -1.1772 -3.5498
N1 -3.1747 1.2001 2.3548
H2 -1.8346 -0.1433 0.9371
N2 -1.4135 -1.8799 1.9194
H3 -3.5895 1.6084 4.2622
C1 1.0376 0.8643 -1.5548
H4 -1.6372 -2.6015 1.2390
C2 1.9949 0.7288 -2.6981
H5 -3.4871 2.9200 3.3609
H6 4.0074 -0.2651 -3.9044
C3 -2.6464 -0.0245 2.7695
H7 1.6411 1.3133 -3.5629
H8 2.9904 1.1264 -2.4102
N3 -3.8921 1.9849 3.3513
H9 -2.1899 -1.3046 4.0353
H10 -3.8383 1.0381 1.6160
C4 2.1492 -0.7025 -3.1696
N4 -2.2105 -0.7469 1.6676
H11 3.8772 -1.1718 -1.8239
H12 -0.0020 0.6131 -1.7605
C5 3.1942 -1.5755 -2.5874
H13 2.4371 1.4321 -0.0718
H14 0.6802 1.2886 0.4911
N5 3.3387 -1.0341 -3.9622
H15 2.9842 -2.6426 -2.4933
N6 -2.6309 -0.3962 4.0113
C6 1.3995 1.2034 -0.3209
H16 -0.4243 -1.6557 1.8543

---

No. 2
Computed, not measured: 2 unconnected molecules or ions with the total composition C6H16NO, with the ωB97M-V functional and the def2-TZVPD basis.

Its total charge is +1. As for the largest force on an atom: 0.0345 hartree/bohr. The HOMO-LUMO gap comes out at 0.343 Ha. For the molecular weight, the calculation gives 118.2 g/mol. The calculation puts the LUMO energy at -3.30 eV. The value obtained for the HOMO energy is -12.7 eV. Its electronic energy is -367.943317 Eh. The calculation puts the energy above the lowest of the compared OMol25 structures with the same formula, charge and spin at 102.74 kJ/mol.

Positions of all 24 atoms, in Å:
H1 0.9633 -2.8743 -0.8902
H2 1.0377 1.7530 0.6972
H3 -1.2295 -1.3059 0.3042
H4 2.6055 -1.1936 2.2459
C1 -0.7069 -1.6917 -0.5427
O1 1.8826 -0.8555 1.7048
C2 -1.7151 2.7691 0.8732
N1 0.4565 -2.4874 -0.0970
H5 1.5224 0.0350 -0.9185
C3 0.1697 1.2474 0.2562
H6 -1.9238 2.3757 1.8637
C4 -0.4536 -0.5587 -1.5368
C5 0.5378 0.4780 -1.0060
H7 -2.2351 3.7068 0.6892
H8 0.7906 1.2019 -1.7947
H9 1.6744 0.0025 2.0964
H10 0.1679 -3.2846 0.4552
H11 1.0940 -1.9276 0.4786
H12 -0.2109 0.5402 0.9948
H13 -0.0609 -0.9386 -2.4745
H14 -0.6646 3.0280 -0.8338
H15 -1.4231 -0.0767 -1.6249
C6 -0.7923 2.3761 0.0175
H16 -1.4867 -2.3190 -0.9575

---

No. 3
Computed, not measured: 2 unconnected molecules or ions with the total composition C6H16NO, with the ωB97M-V functional and the def2-TZVPD basis.

Its total charge is +1. As for the largest force on an atom: 0.0203 hartree/bohr. The HOMO-LUMO gap comes out at 0.345 Ha. For the molecular weight, the calculation gives 118.2 g/mol. The calculation puts the LUMO energy at -3.29 eV. The value obtained for the HOMO energy is -12.7 eV. Its electronic energy is -367.944144 Eh. The calculation puts the energy above the lowest of the compared OMol25 structures with the same formula, charge and spin at 100.57 kJ/mol.

Positions of all 24 atoms, in Å:
H1 -1.2844 2.5160 -0.9428
H2 0.5969 1.3609 -1.7706
H3 1.1254 -2.7800 -0.8139
C1 -0.6822 -1.7368 -0.7721
C2 -0.9514 2.2429 0.0584
H4 -2.3437 3.6264 0.8984
H5 0.0114 -0.9008 -2.5981
N1 0.6022 -2.2363 -0.1292
H6 -0.4877 0.4055 0.9106
H7 0.3920 -2.8609 0.6525
C3 -0.4032 -0.5327 -1.6550
C4 0.0254 1.1143 0.2610
C5 0.5370 0.5319 -1.0712
H8 -1.3363 -0.0216 -1.8923
H9 1.1251 -1.4519 0.2855
H10 2.4569 -1.4015 2.5916
H11 0.8895 1.5129 0.7624
H12 1.5543 0.1538 -0.9633
C6 -1.5780 2.8737 1.0372
H13 -1.3478 -1.4936 0.0514
H14 -1.0322 -2.5920 -1.3428
O1 1.9382 -0.8902 1.9671
H15 1.6113 -0.0817 2.3975
H16 -1.4188 2.6418 2.0775

---

No. 4
Computed, not measured: 2 unconnected molecules or ions with the total composition C6H16NO, with the ωB97M-V functional and the def2-TZVPD basis.

Its total charge is +2. As for the largest force on an atom: 0.0647 hartree/bohr. The HOMO-LUMO gap (alpha / beta) comes out at 0.280 / 0.195 Ha. As for the spin multiplicity: 2. For the molecular weight, the calculation gives 118.2 g/mol. The calculation puts the LUMO energy (alpha / beta) at -10.13 / -12.46 eV. The value obtained for the HOMO energy (alpha / beta) is -17.8 / -17.8 eV. Its electronic energy is -367.369086 Eh. The calculation puts the energy above the lowest of the compared OMol25 structures with the same formula, charge and spin at 382.74 kJ/mol.

Positions of all 24 atoms, in Å:
H1 -1.8766 -0.0402 -0.0992
H2 1.0400 -1.4585 2.0402
H3 2.3049 2.7503 5.1598
H4 1.2627 2.0728 3.9536
H5 -1.8535 0.7942 -1.6341
O1 1.2694 0.6252 1.9660
H6 1.8382 0.8396 1.2332
C1 0.1248 0.1266 -0.8038
H7 -1.6291 -0.4408 -3.9105
H8 -2.7442 -1.4653 -1.9480
N1 1.8571 2.8607 4.2431
H9 -1.3540 -2.0879 -3.9614
H10 -0.0499 -1.0860 -3.4591
C2 -1.1269 -1.2203 -3.3314
H11 0.6971 0.1561 -1.7290
H12 -1.1778 -2.1561 -1.3439
H13 2.3731 3.4437 3.5847
C3 0.5673 -0.5819 1.5984
C4 -1.6554 -1.3660 -1.9317
C5 -1.4474 -0.0638 -1.1023
H14 -0.4526 -0.3994 1.9322
H15 1.4233 -1.5148 -0.3023
C6 0.6552 -0.8545 0.0989
H16 -0.0457 1.0662 -0.2535